A cluster of 10 separate species, C52H122O32P6S4 in total at a distorted geometry, computed with ωB97M-V/def2-TZVPD.

## Properties
SMILES string: CCOP(=O)(OCC)OCC.CCOP(=O)(OCC)OCC.CCOP(=O)(OCC)OCC.CCOP(=O)(OCC)OCC.CCOP(=O)(OCC)OCC.CCOP(=O)(OCC)OCC.O=S1(=O)CCCC1.O=S1(=O)CCCC1.O=S1(=O)CCCC1.O=S1(=O)CCCC1
Energy relative to the best compared isomer or geometry (same formula, charge and spin), kJ/mol: 711.0
Max |F|, eV/A: 6.00
Net charge: 0
Orbital gap, eV: 9.983
HOMO energy, eV: -9.97

Each line ends with the Löwdin charge.
Element x y z (Å)
O -6.0914 2.7245 -4.6488  -0.20
H -0.8602 14.1512 -1.8899  0.12
O -1.2917 13.1807 1.0767  -0.26
H 0.4906 8.8289 3.0421  0.07
P 4.9566 1.5849 6.1414  0.45
C 0.1870 14.3292 -1.6451  -0.25
C 6.0239 3.9833 -2.5624  -0.23
H -6.8808 7.7040 -0.0539  0.11
H 5.0969 2.8502 -4.1887  0.11
C -6.9425 7.7236 1.0342  -0.21
H -5.0650 3.8352 -3.2055  0.12
H 3.5891 -12.5176 -1.4897  0.07
H 8.7367 -7.2474 -2.7329  0.06
H 4.6270 -8.3132 -4.5394  0.11
C -4.3045 -3.0546 5.0968  -0.20
H 2.3849 0.4023 8.2105  0.11
H 3.1012 2.8441 3.8913  0.12
S -4.5967 7.8674 2.1499  0.69
H -6.5289 5.2003 -4.9578  0.08
O 6.2893 -11.3350 -6.0316  -0.21
O 2.9152 -8.9497 2.4468  -0.21
H -9.9987 -0.5383 0.3801  0.11
H 0.7672 14.0370 -2.5204  0.11
O 0.4473 -0.2947 -0.4340  -0.18
O 7.3140 -9.5199 -4.7250  -0.17
H 4.4827 -1.3497 -0.3417  0.07
H -7.9521 -0.0675 3.7806  0.10
H 0.2087 -9.0852 1.6336  0.12
H 7.5462 -8.5504 -2.5226  0.06
H 1.9090 1.0086 5.5854  0.06
C 5.1242 2.8417 -3.0991  -0.18
H -5.2979 4.7646 -6.0697  0.08
C 0.3542 -9.5114 0.6410  -0.25
H 3.1439 2.1117 -2.5390  0.09
H 0.9630 9.4897 -3.1532  0.09
C -5.4688 4.9520 -5.0096  -0.06
H 5.5759 1.9416 -2.6821  0.11
H -3.0582 -0.6735 -6.3335  0.08
H 2.1062 -8.9034 4.3816  0.10
S -4.3360 -4.6523 6.1046  0.72
H 2.9481 3.9508 -0.5538  0.10
H 3.1188 -0.8969 7.5449  0.10
C 3.6277 -1.9058 -0.7260  -0.04
H 3.0053 -1.2183 -1.2988  0.04
C -3.6475 -2.4058 7.5110  -0.21
O -0.1552 -1.6713 1.7322  -0.27
H 1.2127 -0.4846 5.9275  0.08
C 0.4988 -1.3486 -2.4700  -0.09
H 5.1214 -12.2963 0.5599  0.12
H -9.7859 -1.1959 3.1769  0.11
H 4.0294 5.2220 3.7830  0.08
H 1.1853 -7.5775 -0.2674  0.07
H -5.2000 9.4578 0.2959  0.10
C 0.3781 10.8082 2.1185  -0.27
H -5.2329 -3.7745 8.2840  0.09
C -8.1035 0.6070 -6.0777  -0.29
H -2.5732 -2.5408 7.3861  0.12
H 0.1975 11.4265 2.9978  0.12
H 7.0599 -0.0813 5.5113  0.11
H -7.2450 9.5556 2.3156  0.10
C 1.1055 9.4219 2.3651  -0.04
H -0.2199 -2.1764 -0.7891  0.11
O 3.9282 -10.7989 1.1145  -0.20
P 6.7829 -9.7981 -6.1861  0.43
H -7.4888 9.9533 0.8860  0.11
C 7.8144 -7.6797 -3.1210  -0.05
H 0.5625 16.5134 -1.9129  0.07
H 7.6356 -7.5988 -5.1699  0.10
H 4.3075 -12.7429 -8.2015  0.07
H 4.2480 2.6602 -0.2445  0.09
O -3.4439 7.4814 1.3237  -0.36
H -9.1127 -1.7949 1.1375  0.11
H -1.0961 1.1321 3.0496  0.11
P -5.8188 1.0868 -4.8156  0.60
O -8.2257 2.5030 1.3114  -0.35
C 4.1975 4.5530 4.6269  -0.08
H 2.0869 9.6770 2.7650  0.07
H 1.3940 10.8401 -1.3808  0.11
H -0.0046 -1.9480 -3.2286  0.09
C -5.2992 9.4613 1.3814  -0.19
C 2.1840 0.0102 5.9254  -0.06
H -5.6061 6.0860 0.9865  0.11
O 2.0522 -11.4279 2.7992  -0.23
C 2.9295 0.1485 7.3011  -0.24
H 6.1385 4.8905 -3.1556  0.09
H 5.1769 4.8954 4.9610  0.09
H 6.0543 -13.2449 -6.7844  0.10
C -9.6915 -0.2737 2.6034  -0.21
C 0.5546 15.7635 -1.1219  -0.06
O 0.7591 13.4773 -0.6714  -0.21
S 5.3283 4.5447 -0.9447  0.71
O 4.1069 0.9571 7.3866  -0.18
H -9.0400 1.4158 3.8190  0.10
H -5.4206 -1.9126 6.3926  0.11
H -0.6409 10.4682 1.9337  0.10
C -7.9632 -0.0898 0.7357  -0.23
O 2.3243 -1.0820 1.1896  -0.20
O -6.1848 1.5153 2.3320  -0.36
H 4.6211 -11.0442 -8.3028  0.06
O -0.6726 11.2864 -0.7768  -0.21
H -10.6667 0.2124 2.5744  0.11
H -8.2457 -0.3416 -6.5954  0.12
O -7.3168 0.3415 -4.9332  -0.19
H 0.8572 -8.7971 -1.4795  0.06
C 6.1757 -0.4043 4.9617  -0.31
C 3.6858 3.0531 -2.4487  -0.20
H 3.5848 -12.8297 1.0281  0.12
C -8.6325 0.5886 3.2377  -0.21
H 4.5440 -7.1720 3.8632  0.06
H 3.1364 3.7827 -3.0436  0.11
H 3.0166 -7.8009 -6.5928  0.08
H -4.0871 -1.0117 5.7811  0.11
O -5.5832 -5.4096 6.0363  -0.36
O 7.7361 -9.6433 -7.3012  -0.23
C 3.0854 -8.6706 -5.9394  -0.08
C -9.4242 0.7800 -5.3906  -0.08
O 5.5020 -8.8154 -6.2638  -0.18
C 4.5713 -11.8743 -7.5981  -0.05
O -3.0476 -5.2354 5.7770  -0.35
C -4.3467 -1.9765 6.2168  -0.23
H 3.9098 -2.8320 -1.2267  0.08
H 9.1782 -8.3463 -4.6277  0.12
C 6.1306 -12.2192 -7.1453  -0.20
O 6.2371 2.2475 6.3964  -0.21
H -6.3219 6.3205 2.6514  0.11
H -3.5688 -3.0446 4.2926  0.09
C -3.8612 1.3806 -6.6395  -0.31
H -4.1295 3.3323 -4.4903  0.10
H -7.0825 -0.7317 0.7565  0.10
H 2.3912 -8.3648 -5.1567  0.07
C -3.1858 0.1046 -7.0861  -0.08
C 0.1370 10.0550 -2.7216  -0.08
H 6.9831 -6.9825 -3.0167  0.06
C 0.4030 10.3939 -1.2968  -0.25
C 4.4279 -9.0419 -5.3251  -0.26
C -4.2363 -3.8093 7.8440  -0.18
H -9.5354 0.1365 -4.5179  0.09
S -7.5760 1.3222 1.8510  0.72
H -3.9809 -1.7778 8.3373  0.11
H 3.5067 4.9489 5.3713  0.09
H -7.9030 0.3087 -0.2771  0.10
H 3.3580 -7.1102 5.1434  0.07
H -0.4301 -10.2161 0.3647  0.12
C -0.6878 1.3937 2.0734  -0.28
H -0.2025 10.8821 -3.3451  0.08
C 3.0590 -8.7297 3.8814  -0.25
C 3.4746 -7.2282 4.0661  -0.06
H -8.0108 7.5546 1.1698  0.11
P 0.7789 -0.6710 1.0870  0.49
C -0.6279 2.8718 2.0187  -0.08
O 0.6227 0.7847 1.8428  -0.19
H 6.6755 -12.2536 -8.0887  0.11
H 3.3540 -2.8758 1.2707  0.11
O 6.2095 4.1709 0.1480  -0.35
H 5.1301 -2.3087 5.1893  0.06
H 6.8220 -2.4796 5.5073  0.07
H 0.2325 3.4324 2.3840  0.08
C -9.2673 -0.7164 1.1684  -0.20
O -4.4877 7.9436 3.5766  -0.32
H -7.7531 1.3346 -6.8097  0.13
H 7.0582 3.6906 -2.3817  0.09
C 3.8026 3.3853 -0.9256  -0.17
O -5.1900 1.0778 -6.3589  -0.21
P -0.2333 12.5235 0.2103  0.52
O 1.5340 -10.1974 0.5668  -0.22
H -5.1145 -3.0671 4.3676  0.09
H 0.7430 -0.3968 -2.9418  0.08
H -2.1327 0.2142 -7.3453  0.07
H -3.8848 1.8929 -7.6013  0.12
H 2.8669 -0.4234 5.1948  0.06
O 0.8131 11.7002 1.1151  -0.21
C -5.9517 6.7925 1.7412  -0.21
H -0.5671 3.0900 0.9525  0.07
H -3.6535 -4.4946 8.4594  0.09
H -4.7269 10.3476 1.6552  0.10
C -5.1446 3.6689 -4.2798  -0.32
H 2.7920 -11.0244 -1.1550  0.06
C 4.0406 3.1130 4.3744  -0.28
H 5.7531 -1.7253 6.6975  0.07
H -3.3854 2.0503 -5.9231  0.11
H 4.0453 -11.4242 -6.7561  0.05
C 3.7276 -11.5587 -0.9902  -0.05
H -1.5096 0.8709 1.5841  0.12
H -9.8038 1.7987 -5.3107  0.08
H -0.3679 -7.9042 -0.8277  0.06
C 4.0697 -12.0205 0.4821  -0.25
H 3.5829 -9.4845 4.4678  0.12
C 0.5374 -8.4204 -0.5079  -0.05
H 3.0218 -6.5122 3.3804  0.07
O 3.8264 2.4949 5.6214  -0.17
H 0.5340 9.6319 -0.5285  0.11
H 1.4492 -1.8694 -2.3534  0.06
C -0.2809 -1.1848 -1.2376  -0.29
H -1.4523 3.4671 2.4113  0.09
C 8.0912 -8.3714 -4.5506  -0.26
H -4.9268 5.8214 -4.6375  0.08
C 5.9827 -1.7959 5.6343  -0.07
H 4.8399 2.7687 3.7181  0.13
O 5.0546 0.3938 4.9960  -0.19
H -0.7291 9.3958 -2.6639  0.07
H 6.5062 -0.5071 3.9281  0.12
C 2.7707 -2.3075 0.5462  -0.22
H 1.8835 -2.9253 0.4075  0.10
H -3.7105 -0.2632 -7.9679  0.08
O 4.7543 5.8851 -1.0868  -0.36
O -4.8909 0.5641 -3.7958  -0.24
H 1.5219 15.9251 -0.6462  0.07
H -1.2830 -0.7826 -1.3862  0.14
P 2.5340 -10.4389 1.8163  0.49
C -6.8053 9.2526 1.3654  -0.25
H -10.1473 0.3557 -6.0873  0.07
H 4.3283 -10.0122 -4.8386  0.12
H 1.1678 8.7391 1.5177  0.06
H -0.0264 16.1052 -0.2654  0.07
H 2.5384 -9.4415 -6.4822  0.07
H 4.5593 -10.9723 -1.3806  0.07

Cartesian forces, eV/Å:
O -1.77 -3.26 -0.36
H -0.12 0.15 0.52
O 1.75 -1.25 -2.73
H 0.11 0.49 0.52
P -0.38 -1.99 0.89
C 1.80 1.70 0.20
C 0.34 0.45 0.36
H 0.62 -0.47 -0.08
H -0.05 -0.23 0.17
C -2.04 1.87 -0.63
H -0.74 -0.18 0.28
H 0.36 0.13 -0.98
H -0.14 0.05 -0.02
H -0.06 -0.12 0.27
C -0.58 -0.80 0.34
H -0.71 0.74 -0.58
H 0.03 0.52 -0.68
S 1.29 0.70 -2.39
H -0.09 -0.17 0.36
O 1.55 1.16 0.21
O -0.49 -2.09 -0.66
H -0.29 0.30 0.40
H -0.15 0.62 -0.41
O 0.91 0.78 1.66
O 0.56 -1.37 0.57
H 0.14 -0.19 -0.20
H 0.17 0.49 0.28
H -0.32 0.16 -0.15
H 0.14 0.14 0.62
H 0.20 0.09 -0.26
C -0.38 1.28 1.64
H 0.29 0.37 -0.11
C -0.82 2.19 -2.12
H -0.12 -0.04 -0.14
H 0.01 0.23 -0.06
C -0.31 -0.09 -0.46
H -0.26 -0.30 -0.43
H -0.85 -0.07 0.25
H -0.69 0.44 -0.52
S 0.18 1.16 0.25
H 0.30 -0.15 0.22
H 1.11 -0.17 0.01
C -1.37 -0.40 2.08
H 0.30 -0.29 -0.32
C -0.87 -1.55 -0.04
O 1.61 1.26 -1.68
H 0.34 -0.57 0.60
C 0.70 0.01 -2.46
H 0.17 0.15 -0.30
H -0.23 0.20 0.17
H -0.16 -0.45 -0.57
H 0.39 -0.39 0.49
H 1.39 -0.73 -0.17
C -2.09 -1.53 0.71
H -0.13 0.10 -0.41
C -1.58 -1.32 0.43
H 0.01 0.56 0.21
H 0.78 -0.38 0.50
H -0.19 1.25 -0.09
H 0.27 -1.03 1.10
C 0.17 1.89 -0.21
H -1.09 0.05 0.44
O -1.06 2.13 2.82
P 0.36 -1.05 -1.56
H 0.74 -0.26 -1.74
C 0.23 -2.17 -0.48
H -0.53 0.02 -0.08
H 0.71 -0.03 -0.86
H -1.17 0.02 0.61
H -0.84 -0.66 -0.29
O -1.02 0.44 1.16
H -0.07 -0.03 0.18
H 1.09 -0.34 0.87
P 0.51 1.20 -0.94
O -0.03 -0.56 0.07
C 0.03 2.73 0.07
H 0.10 -0.72 0.09
H -0.09 0.97 0.91
H -0.41 0.05 0.04
C -0.12 -0.59 -1.29
C 0.25 1.85 0.63
H 0.18 -0.20 0.50
O 0.13 0.65 -0.49
C -0.96 -1.68 -0.21
H -0.64 -0.03 -0.21
H 0.26 -0.68 0.20
H 0.51 0.25 0.53
C -0.41 -0.43 -0.74
C -0.36 0.32 -0.38
O -1.43 -2.60 2.25
S -2.29 -0.19 -0.09
O 1.64 0.14 -1.10
H 0.35 -0.11 0.09
H -0.10 0.26 0.52
H -0.35 0.25 -0.64
C 1.89 0.82 -0.26
O -0.62 1.03 0.04
O -2.21 -1.07 -1.11
H 0.18 0.10 -0.22
O 0.53 1.17 -0.11
H 0.12 0.03 0.01
H 0.76 -0.09 -0.31
O 5.64 2.02 0.39
H 0.43 -0.77 0.38
C 2.30 -2.60 0.64
C 0.81 -1.32 0.21
H -0.89 0.05 -0.58
C 0.90 0.40 -0.87
H 0.14 0.10 0.03
H 0.01 0.30 0.48
H 0.93 0.08 -0.11
H 0.43 0.03 0.36
O 1.20 0.71 -0.21
O -0.84 0.41 0.76
C -1.11 0.28 -0.14
C -2.37 0.48 -1.94
O 0.38 -1.86 -0.30
C 3.25 0.13 -0.80
O -0.66 -0.41 0.57
C -0.82 -0.17 -1.54
H 0.10 0.32 -0.33
H -0.21 -1.21 -0.64
C -5.01 0.17 -0.50
O -0.34 -0.66 0.40
H 0.03 0.08 -0.16
H 1.38 -0.22 1.11
C 1.00 -0.12 -1.67
H 0.08 -0.03 -0.45
H -0.11 -0.30 0.49
H 0.08 -0.26 0.46
C 1.34 -0.72 0.67
C -1.89 -1.63 0.22
H 0.09 0.04 -0.59
C 0.83 1.75 0.53
C -0.84 1.75 0.15
C 0.09 -0.43 -1.80
H 0.37 0.52 0.15
S 0.27 0.41 1.70
H 0.70 0.38 -0.12
H -0.21 -0.42 0.16
H -0.50 0.25 0.05
H -0.24 0.91 -0.13
H -0.30 0.26 0.25
C -0.54 -1.58 2.19
H 0.56 0.25 0.22
C -1.53 1.17 -0.16
C 1.12 -2.38 0.19
H 0.10 -0.83 0.48
P -2.59 0.01 2.74
C 0.40 1.66 -2.21
O 0.69 -1.07 -0.99
H 1.05 1.04 0.68
H 0.22 0.36 0.08
O -0.27 0.50 -0.67
H -0.17 -0.07 -0.09
H 0.27 0.37 -0.06
H 0.45 -0.94 0.57
C 0.19 -0.39 -0.49
O 0.05 0.37 0.24
H 0.07 0.31 0.57
H -0.14 -0.33 0.27
C 2.28 1.50 -1.59
O -3.06 -0.54 2.34
P -0.27 -0.78 1.66
O 3.53 -1.45 1.46
H -1.15 0.18 0.93
H -0.11 0.17 -0.01
H 0.03 0.71 -0.44
H -0.20 0.85 0.20
H -0.28 -0.09 0.09
O 1.25 0.69 -1.04
C -0.78 0.68 -0.83
H -0.22 0.53 -0.26
H 0.34 0.23 -0.20
H -0.53 -0.06 0.88
C 1.47 0.97 0.73
H 0.17 0.00 0.71
C -1.32 0.54 -1.29
H 0.17 0.29 0.06
H 0.13 -0.55 0.22
H -0.50 -1.25 0.05
C 0.04 -2.82 0.28
H 0.36 0.48 -1.52
H 0.45 0.07 0.79
H -0.61 -0.14 0.56
C 0.36 0.71 -2.10
H 1.32 0.12 -0.80
C -1.26 0.49 0.28
H -0.63 -0.27 0.49
O 0.17 -0.40 -0.09
H -0.41 -0.51 -0.62
H -0.09 0.04 0.49
C 0.23 -1.22 -0.01
H -0.48 -0.76 0.05
C -1.29 4.38 1.83
H 0.26 -0.19 -0.14
C -1.16 0.03 -0.74
H 0.28 -0.63 0.58
O -0.97 1.97 1.45
H -0.15 -0.34 -0.64
H -0.24 -0.12 -0.10
C 0.31 0.52 -0.59
H 0.01 -0.06 -0.69
H -0.01 -0.19 0.21
O 1.22 -0.80 0.11
O -0.98 0.07 -0.59
H 0.62 -1.17 -0.52
H -0.02 -0.33 0.06
P 0.70 0.95 1.01
C -0.12 0.01 2.91
H -0.45 -0.07 -0.13
H 0.68 -0.29 -0.46
H 0.24 0.59 -0.46
H -0.95 -0.22 -0.42
H 0.46 -0.41 -0.01
H -0.02 -0.26 0.00